Density functional theory data (wB97M-V/def2-TZVPD) for C24H37FN7O3PSbSe4Tc as an isolated structure in a non-equilibrium geometry.

Properties
Spin multiplicity: 4
Molecular weight in g mol⁻¹: 1057.18
E_HOMO (spin up / spin down) in eV: -9.53 / -9.57
Energy relative to the best compared isomer or geometry (same formula, charge and spin) in kJ/mol: 178.7
Maximum force in eV/A: 3.89
Charge: +1

Atoms and positions in Å:
Sb (-3.79982, -2.43938, 0.25355)
Tc (-0.10277, 0.27301, 0.05554)
Se (-5.29128, -1.49951, 1.94666)
Se (-1.64708, -1.25125, 0.17216)
Se (-3.39152, -4.79556, 0.30645)
Se (-5.35715, -1.64826, -1.46187)
P (-2.01003, 1.54831, -0.02041)
F (-2.12571, -0.29255, 6.63908)
O (1.80922, -0.16206, 0.22990)
O (-0.09610, 0.25772, 2.17346)
O (3.44241, 1.26642, 0.81868)
N (1.05037, 2.18259, -0.88971)
N (-0.00835, -0.14671, -2.31618)
N (-3.35424, 3.98860, -0.17130)
N (3.04406, -0.18380, 4.75582)
N (-4.21196, 2.41150, 1.44357)
N (-4.62509, 2.06965, -0.92292)
N (1.17735, -2.70219, -0.83847)
C (-0.66304, -0.13442, 4.82711)
C (0.54103, -1.43442, -2.85358)
C (0.18108, -0.37003, 7.06652)
C (-0.87429, -0.26990, 6.16211)
C (0.65507, -0.10323, 4.35342)
C (2.24953, 0.17711, 2.53437)
C (1.64752, -2.14175, -2.09570)
C (-2.01578, 3.39621, -0.32740)
C (-3.01756, 1.56283, 1.53989)
C (-3.89378, 3.80749, 1.18069)
C (2.63290, -0.41586, 7.59441)
C (3.25218, 0.06455, 3.46013)
C (4.22799, -0.33443, 5.67190)
C (-5.15983, 1.91001, 0.50906)
C (1.47984, -0.34291, 6.62782)
C (2.57049, 0.46907, 1.10828)
C (1.73189, -0.22510, 5.24299)
C (0.89520, 0.09871, 2.93747)
C (-3.42211, 1.20505, -1.15726)
C (3.81394, -1.09204, 6.92074)
C (-4.29225, 3.53841, -1.14543)
C (0.63152, 1.03579, -2.95968)
C (1.69864, 1.64698, -2.09965)
C (5.38395, -1.04222, 4.97621)
H (-3.10455, 1.34742, -2.18801)
H (-3.89338, 3.63748, -2.15165)
H (-3.31104, 0.55042, 1.77897)
H (5.90872, -0.41251, 4.25740)
H (-5.22099, 4.09818, -1.06170)
H (-5.36595, 0.85867, 0.67213)
H (2.41714, 0.89964, -1.79407)
H (-4.79400, 4.41261, 1.28166)
H (2.02734, -2.90782, -2.78063)
H (0.62696, 3.07666, -1.09253)
H (2.47021, -1.45728, -1.89583)
H (6.11281, -1.33574, 5.73209)
H (-1.65514, 3.59487, -1.33780)
H (-0.96425, -0.14425, -2.60944)
H (-3.74400, 0.18146, -1.07177)
H (-6.08537, 2.48262, 0.55389)
H (-1.32753, 3.88171, 0.36449)
H (0.63484, -3.53726, -0.99354)
H (4.27638, 0.18046, 3.13598)
H (-3.15768, 4.14723, 1.90338)
H (1.78498, 2.36840, -0.21150)
H (0.90451, -1.23439, -3.86437)
H (2.24528, 2.41220, -2.65194)
H (-1.48996, -0.05241, 4.13427)
H (1.05388, 0.76741, -3.92916)
H (4.66940, -1.13396, 7.59221)
H (4.53978, 0.67117, 5.95690)
H (-5.35391, 1.76208, -1.56976)
H (2.33131, -0.95051, 8.49625)
H (-0.14830, 1.77955, -3.12992)
H (5.03598, -1.94741, 4.47109)
H (-0.29783, -2.12610, -2.93080)
H (1.95224, -2.96751, -0.25096)
H (-2.37595, 1.90955, 2.34758)
H (-0.03777, -0.46462, 8.12636)
H (2.91646, 0.59666, 7.89826)
H (3.54999, -2.11795, 6.64546)